Computed, not measured: a molecular structure, C24H47I2N2O12PS, with wB97M-V/def2-TZVPD.

Each line ends with the Mulliken charge.
Geometry (Å):
C 3.31 -0.33 4.44  -1.360
C 3.44 1.07 3.82  -0.387
C 3.31 1.09 2.29  -0.096
C 2.28 0.11 1.74  -1.163
N 2.08 0.24 0.29  0.907
C 0.88 0.96 -0.10  -0.332
O 0.86 2.14 0.68  -0.153
C -0.24 3.01 0.44  -0.253
C -0.01 4.35 1.17  -1.037
C 1.41 4.57 1.71  -0.294
C 1.56 4.06 3.15  -1.160
O 1.00 1.41 -1.42  -0.182
C 1.37 0.50 -2.44  0.144
C 2.78 0.77 -2.95  -0.098
C 2.97 2.04 -3.77  -0.135
O 4.03 2.32 -4.24  -0.509
I 1.33 3.39 -4.09  -0.001
C -0.43 0.09 0.11  -0.239
C -0.15 -1.41 0.36  -0.845
C -0.11 -2.34 -0.87  -1.345
C 1.27 -3.01 -1.01  -0.507
C 1.54 -4.01 0.09  0.401
O 0.73 -4.78 0.51  -0.601
O 2.80 -3.99 0.65  -0.406
C 3.89 -3.85 -0.27  -0.384
C 4.51 -2.44 -0.25  -0.531
O -1.23 0.29 -1.03  -0.041
C -2.62 0.25 -1.02  -0.659
I -3.40 2.32 -1.22  -0.160
C -3.27 -0.47 0.15  -0.016
C -4.80 -0.51 0.14  -0.685
C -5.39 -0.73 1.55  -0.825
O -6.17 0.37 2.02  -0.461
C -5.37 1.48 2.36  -0.422
P -3.02 -0.56 -2.75  0.251
N -3.23 -2.15 -2.28  -0.466
O -4.58 -0.13 -2.98  -0.424
H 3.87 -1.08 3.88  0.296
H 3.68 -0.33 5.47  0.435
H 2.27 -0.66 4.49  0.298
H 2.68 1.71 4.28  0.160
H 4.43 1.44 4.08  0.410
H 3.02 2.10 1.98  -0.306
H 4.30 0.85 1.88  0.326
H 1.35 0.16 2.29  0.250
H 2.68 -0.90 1.91  0.645
H 2.86 0.78 -0.06  0.272
H -1.15 2.57 0.84  -0.047
H -0.38 3.21 -0.62  0.295
H -0.21 5.15 0.45  0.410
H -0.74 4.48 1.97  0.443
H 2.17 4.15 1.05  0.222
H 1.58 5.65 1.74  0.500
H 2.60 3.95 3.44  0.305
H 1.04 3.10 3.28  0.103
H 1.05 4.76 3.82  0.526
H 0.68 0.66 -3.27  0.873
H 1.27 -0.54 -2.15  -0.982
H 3.50 0.87 -2.13  0.124
H 3.09 -0.05 -3.59  0.460
H -0.87 0.48 1.03  0.621
H 0.76 -1.56 0.94  0.234
H -0.96 -1.77 1.00  0.666
H -0.30 -1.83 -1.81  0.794
H -0.81 -3.16 -0.72  0.451
H 2.07 -2.26 -1.05  0.097
H 1.28 -3.55 -1.96  0.587
H 3.61 -4.14 -1.28  0.316
H 4.65 -4.56 0.06  0.408
H 4.53 -2.00 -1.25  0.236
H 5.54 -2.47 0.11  0.421
H 3.93 -1.78 0.37  -0.136
H -2.93 -1.50 0.10  0.110
H -2.94 -0.11 1.14  0.504
H -5.12 -1.35 -0.48  0.491
H -5.26 0.40 -0.26  0.314
H -6.09 -1.57 1.55  0.359
H -4.60 -0.95 2.28  0.400
H -6.00 2.21 2.86  0.276
H -4.91 1.95 1.49  0.064
H -4.56 1.18 3.05  0.242
H -2.57 -2.49 -1.59  0.196
H -3.11 -2.71 -3.17  0.386
H -4.65 0.28 -3.85  0.382
O -3.26 -3.50 -6.93  -0.761
S -3.95 -2.98 -5.73  1.151
O -3.83 -1.49 -5.67  -0.748
O -3.28 -3.53 -4.50  -0.835
O -5.38 -3.38 -5.73  -0.771

Results
Max |F|: 1.19 eV/A
Charge: -2
E_HOMO: -0.5355 eV
Orbital gap: 0.13954 hartree